Record 1
{"formula": "C4H9N2O", "method": "wB97M-V/def2-TZVPD", "elements": ["C", "C", "C", "C", "N", "N", "O", "H", "H", "H", "H", "H", "H", "H", "H", "H"], "xyz": [[0.138, -0.741, -0.067], [-1.248, -0.202, 0.003], [-1.278, 0.424, 1.412], [2.501, -0.276, -0.468], [-1.448, 0.717, -1.118], [1.109, 0.000, -0.321], [-0.663, 1.594, -1.378], [0.369, -1.815, 0.134], [-2.117, -1.055, -0.056], [-0.845, -0.290, 1.988], [-2.222, 0.618, 1.752], [-0.891, 1.480, 1.394], [3.255, 0.470, -0.033], [2.914, -0.147, -1.512], [2.686, -1.193, -0.097], [-2.260, 0.414, -1.632]], "forces_ev_per_angstrom": [[3.8, -1.2, -0.8], [-2.8, -1.1, 0.4], [0.1, 3.1, -2.7], [1.6, 3.4, -1.5], [1.9, 0.0, 2.1], [-1.2, 1.4, -0.8], [-1.7, -1.2, 0.0], [-1.0, 0.4, 0.1], [2.3, 2.1, -0.2], [1.7, -1.4, 2.2], [-2.9, -0.1, 0.7], [0.8, -1.4, 0.1], [-1.8, -0.7, 0.3], [-1.3, -0.6, 0.6], [1.1, -3.3, 1.1], [-0.6, 0.7, -1.8]], "mulliken_charge": [-0.242, 0.354, -1.461, -0.782, 0.271, -0.227, -0.194, 0.451, 0.341, 0.445, 0.455, 0.339, 0.287, 0.286, 0.336, 0.341], "orbital_gap_ev": [6.7, 6.9], "smiles": "C/N=C/[C@@H](C)[NH+]=O", "total_charge": 1, "multiplicity": 1, "de_lowest_kcal_mol": 154.6, "homo_ha": [-0.511, -0.515], "e_lumo_ev": [-7.253, -7.112]}

=====

Record 2
{"formula": "C5H7N", "method": "wB97M-V/def2-TZVPD", "elements": ["C", "C", "C", "N", "C", "C", "H", "H", "H", "H", "H", "H", "H"], "xyz": [[-2.299, 0.831, -0.009], [-0.145, -0.335, -0.239], [1.076, -0.142, -0.660], [2.239, -0.242, 0.160], [2.400, -1.210, 1.041], [-1.426, -0.408, 0.002], [-2.016, 1.560, 0.757], [-2.185, 1.317, -0.984], [-3.355, 0.578, 0.118], [1.258, 0.007, -1.721], [2.941, 0.460, -0.065], [3.409, -1.031, 1.467], [-1.896, -1.385, 0.134]], "forces_ev_per_angstrom": [[-0.1, 0.0, 0.0], [-0.2, 0.1, 0.0], [-0.4, -0.3, -0.1], [-0.1, -0.3, 0.2], [0.3, 0.5, -0.2], [0.2, 0.0, -0.1], [0.0, -0.2, 0.0], [-0.1, 0.0, 0.2], [0.2, 0.0, 0.1], [0.1, -0.1, 0.0], [0.1, -0.1, 0.1], [-0.1, 0.0, 0.1], [0.1, 0.2, -0.1]], "mulliken_charge": [-0.883, 0.054, -0.288, -0.029, -0.506, -0.293, 0.285, 0.273, 0.298, 0.324, 0.268, 0.166, 0.331], "orbital_gap_ev": 9.3, "total_charge": 0, "multiplicity": 1, "de_lowest_kcal_mol": 98.3, "homo_ha": -0.308, "e_lumo_ev": 0.864}

=====

Record 3
{"formula": "C11H24OSi", "method": "wB97M-V/def2-TZVPD", "elements": ["C", "C", "C", "C", "C", "C", "C", "C", "C", "C", "C", "O", "Si", "H", "H", "H", "H", "H", "H", "H", "H", "H", "H", "H", "H", "H", "H", "H", "H", "H", "H", "H", "H", "H", "H", "H", "H"], "xyz": [[-0.257, -0.434, -0.561], [-1.444, -0.521, -1.094], [5.791, -2.069, -0.319], [-2.956, 1.954, 3.294], [-3.223, 2.293, -1.496], [0.972, -1.296, -0.809], [4.295, -2.041, 0.011], [-2.850, 2.071, 1.771], [2.286, -0.455, -0.962], [3.677, -1.116, -1.059], [-3.403, 0.718, 1.138], [-4.174, -0.454, -1.024], [-2.965, 0.546, -0.673], [-0.172, 0.177, 0.398], [-1.564, -1.079, -2.002], [6.208, -1.013, -0.271], [6.081, -2.252, -1.359], [6.379, -2.775, 0.257], [-2.676, 1.016, 3.713], [-2.277, 2.622, 3.808], [-3.967, 2.149, 3.589], [-4.024, 2.155, -2.110], [-3.422, 3.055, -0.754], [-2.430, 2.506, -2.100], [0.901, -1.693, -1.748], [1.118, -2.060, 0.024], [4.044, -3.187, -0.102], [4.364, -1.776, 1.038], [-3.412, 2.924, 1.512], [-1.723, 2.153, 1.381], [2.361, 0.080, 0.028], [2.218, 0.213, -1.842], [4.357, -0.254, -1.149], [3.758, -1.785, -1.892], [-4.452, 0.840, 1.309], [-3.158, -0.057, 1.776], [-4.262, -1.155, -1.723]], "forces_ev_per_angstrom": [[1.9, 0.0, 3.2], [-1.3, 1.8, -0.9], [1.4, 1.7, -1.0], [0.9, 0.7, -0.3], [0.7, -2.0, 3.1], [1.3, 1.3, 1.8], [1.2, -2.4, -1.4], [2.9, -2.8, 0.0], [0.0, 0.1, 2.2], [-0.5, -0.3, 0.9], [0.5, 3.8, -0.4], [-2.1, -2.5, -2.2], [0.3, 0.5, 0.8], [0.1, -0.5, -1.3], [0.0, -0.7, -0.5], [-0.3, -1.1, 0.8], [-0.7, -0.6, -0.2], [0.0, 0.1, 0.4], [0.1, -1.1, -0.1], [-0.1, 0.7, 0.1], [-0.6, 0.2, 0.3], [-2.6, -0.2, -1.7], [0.1, 0.1, 0.0], [2.3, 1.0, -1.5], [-0.7, -2.1, -2.3], [-0.3, 0.8, -1.2], [-0.5, 2.3, 0.4], [-1.1, 0.5, 1.0], [-0.4, 1.0, -0.9], [-2.2, 0.4, 1.1], [-0.1, 0.4, -1.2], [-0.2, 0.0, 0.7], [-0.1, -0.4, -0.3], [0.0, 0.2, -1.2], [-1.1, -0.3, -0.6], [1.0, -1.8, 1.0], [0.4, 1.4, 1.1]], "mulliken_charge": [-0.210, -0.210, -1.398, -1.485, -1.249, -0.643, -0.068, -0.079, -0.589, -0.814, -1.029, -0.595, 0.329, 0.080, 0.292, 0.331, 0.378, 0.369, 0.384, 0.366, 0.357, 0.388, 0.307, 0.442, 0.441, 0.246, 0.206, 0.315, 0.241, 0.203, 0.298, 0.299, 0.381, 0.312, 0.461, 0.614, 0.326], "orbital_gap_ev": 10.3, "smiles": "CCCCC/C=C/[Si@@](C)(O)CCC", "total_charge": 0, "multiplicity": 1, "de_lowest_kcal_mol": 14.9, "homo_ha": -0.349, "e_lumo_ev": 0.805}

=====

Record 4
{"formula": "C9H10ClN", "method": "wB97M-V/def2-TZVPD", "elements": ["C", "C", "C", "C", "C", "C", "C", "C", "C", "N", "Cl", "H", "H", "H", "H", "H", "H", "H", "H", "H", "H"], "xyz": [[-1.123, 0.812, 0.449], [1.204, -0.572, 0.215], [1.292, 0.884, 0.090], [-1.201, -0.476, 0.247], [0.040, 1.543, 0.311], [-4.370, -1.295, 0.206], [-0.020, -1.230, 0.112], [2.459, 1.598, -0.329], [-0.141, -2.711, -0.185], [-0.166, 2.817, 0.146], [-4.673, 0.224, -0.250], [-1.958, 1.498, 0.567], [2.139, -1.038, 0.002], [-2.102, -1.057, 0.312], [2.761, 2.396, 0.374], [2.476, 1.692, -1.458], [3.206, 0.804, -0.263], [-0.645, -3.115, 0.689], [0.853, -3.291, -0.231], [-0.703, -2.877, -1.025], [0.670, 3.394, 0.020]], "forces_ev_per_angstrom": [[-2.2, 2.0, 0.4], [0.0, 2.8, -1.6], [-3.4, -3.0, 1.6], [0.2, -2.9, 0.4], [2.3, 0.6, -1.0], [0.1, -0.7, 0.2], [1.3, -0.4, -0.2], [2.2, -1.2, -0.8], [2.9, 0.0, 2.9], [-0.1, 2.1, 0.3], [-0.2, 0.7, -0.2], [-0.3, -0.5, 0.1], [0.5, -0.9, 0.1], [-0.5, 0.1, -0.2], [-0.2, 0.1, -1.1], [-0.3, 1.1, 1.3], [0.8, 0.3, 0.3], [-0.4, -0.5, 0.0], [-1.4, 1.2, -0.2], [-1.4, -0.5, -2.1], [0.1, -0.5, -0.1]], "mulliken_charge": [-0.069, -1.007, 0.652, 0.229, 0.478, -0.108, 0.379, -1.435, -1.415, -0.773, 0.050, 0.305, 0.326, -0.016, 0.431, 0.278, 0.419, 0.344, 0.311, 0.391, 0.229], "orbital_gap_ev": [7.3, 7.2], "total_charge": 0, "multiplicity": 1, "de_lowest_kcal_mol": 148.4, "homo_ha": [-0.306, -0.280], "e_lumo_ev": [-0.994, -0.444]}

=====

Record 5
{"formula": "C26H31AlBN7O3S3", "method": "wB97M-V/def2-TZVPD", "elements": ["Al", "C", "C", "C", "C", "N", "C", "C", "C", "C", "C", "C", "C", "H", "H", "H", "H", "H", "H", "H", "H", "B", "C", "N", "H", "H", "H", "O", "S", "O", "N", "C", "S", "C", "C", "C", "C", "C", "C", "H", "H", "H", "H", "C", "S", "C", "O", "H", "H", "H", "H", "H", "H", "C", "C", "C", "C", "N", "C", "N", "N", "N", "H", "H", "H", "H", "H", "H", "H", "H", "H", "H"], "xyz": [[-0.845, 0.066, -0.303], [2.249, -1.239, 2.503], [1.508, -1.421, 3.665], [0.142, -1.223, 3.630], [-0.476, -0.842, 2.437], [0.261, -0.653, 1.327], [1.580, -0.852, 1.363], [-1.912, -0.536, 2.305], [-2.850, -0.885, 3.277], [-4.179, -0.546, 3.093], [-4.568, 0.120, 1.936], [-3.627, 0.436, 0.964], [-2.275, 0.126, 1.121], [3.317, -1.404, 2.478], [1.994, -1.695, 4.592], [-0.450, -1.345, 4.526], [2.105, -0.687, 0.434], [-2.561, -1.444, 4.160], [-4.914, -0.808, 3.844], [-5.612, 0.370, 1.790], [-3.955, 0.926, 0.052], [-2.800, 1.541, -4.160], [-2.299, 1.162, -2.741], [-1.860, 0.865, -1.717], [-2.399, 0.665, -4.900], [-4.005, 1.600, -4.149], [-2.297, 2.610, -4.430], [2.689, -3.698, -2.133], [1.894, -4.127, -1.004], [2.614, -4.568, 0.156], [0.830, -2.932, -0.632], [-0.397, -3.247, -0.974], [-1.742, -2.212, -0.867], [-0.547, -4.639, -1.495], [-1.696, -5.284, -1.917], [-1.586, -6.583, -2.398], [-0.354, -7.227, -2.451], [0.800, -6.584, -2.022], [0.672, -5.295, -1.551], [-2.651, -4.776, -1.872], [-2.474, -7.099, -2.740], [-0.295, -8.236, -2.837], [1.767, -7.070, -2.052], [2.905, -0.522, -2.475], [1.137, -0.729, -2.680], [0.887, 0.566, -3.907], [0.588, -0.075, -1.416], [3.096, 0.487, -2.114], [3.375, -0.697, -3.443], [3.246, -1.282, -1.773], [1.178, 1.519, -3.465], [-0.173, 0.591, -4.158], [1.480, 0.335, -4.792], [1.898, 6.490, 0.976], [1.659, 5.618, 2.208], [2.776, 4.593, 2.397], [0.283, 4.931, 2.183], [0.187, 3.835, 1.226], [0.051, 2.532, 1.453], [0.011, 1.920, 0.295], [0.117, 2.880, -0.654], [0.225, 4.028, -0.107], [2.833, 7.042, 1.086], [1.091, 7.214, 0.848], [1.957, 5.891, 0.069], [1.635, 6.272, 3.084], [2.881, 3.960, 1.513], [2.581, 3.954, 3.262], [3.727, 5.100, 2.560], [-0.491, 5.656, 1.935], [0.067, 4.505, 3.161], [-0.004, 2.059, 2.420]], "forces_ev_per_angstrom": [[-0.5, -0.5, 0.9], [0.0, 0.0, 0.1], [0.0, 0.0, -0.1], [0.0, 0.0, 0.0], [0.1, 0.0, 0.1], [0.0, 0.0, 0.0], [0.0, 0.0, -0.1], [-0.1, 0.2, -0.1], [0.1, 0.0, 0.1], [0.0, 0.0, 0.0], [0.0, 0.0, 0.1], [0.0, 0.1, 0.0], [0.0, -0.2, -0.1], [0.0, 0.0, 0.0], [0.0, -0.1, 0.0], [0.0, 0.0, 0.0], [0.0, 0.0, 0.0], [0.0, 0.0, 0.0], [0.0, 0.0, 0.0], [0.0, 0.0, 0.0], [0.0, 0.0, 0.0], [-0.1, 0.1, -0.3], [-0.1, 0.0, 0.0], [0.0, 0.1, 0.0], [0.0, 0.0, 0.0], [0.0, 0.0, 0.0], [0.0, 0.0, 0.0], [-0.1, 0.0, 0.0], [0.1, 0.0, -0.2], [-0.2, 0.0, 0.1], [-0.1, 0.0, -0.2], [0.2, 0.1, 0.2], [0.4, 0.0, -0.1], [0.0, -0.2, -0.1], [0.0, 0.0, 0.0], [0.0, 0.0, 0.0], [0.0, 0.0, 0.0], [0.1, 0.0, 0.0], [-0.1, 0.3, 0.1], [0.0, 0.0, 0.0], [0.0, 0.0, 0.0], [0.0, 0.0, 0.0], [0.0, 0.0, 0.0], [-0.1, -0.2, 0.1], [-0.1, 0.3, -0.3], [-0.1, -0.1, 0.1], [0.8, 0.1, 0.1], [0.0, 0.0, 0.0], [0.0, 0.0, 0.0], [0.0, 0.0, 0.0], [0.0, 0.0, 0.0], [0.0, -0.1, 0.0], [0.0, 0.0, 0.0], [0.0, 0.0, 0.1], [0.0, -0.2, -0.2], [-0.1, 0.1, 0.1], [0.2, 0.4, 0.0], [0.0, -0.1, 0.0], [0.1, -0.1, 0.0], [-0.3, 0.3, -0.6], [0.2, 0.1, 0.2], [0.0, -0.1, 0.1], [0.0, 0.0, 0.0], [0.0, 0.0, 0.0], [0.0, 0.0, 0.0], [-0.1, 0.0, 0.0], [0.0, 0.0, 0.0], [0.1, 0.0, 0.0], [0.0, 0.0, 0.0], [-0.1, -0.1, 0.0], [-0.1, -0.1, 0.0], [-0.1, 0.1, 0.0]], "mulliken_charge": [-0.045, -0.884, -0.651, -0.943, 0.517, 0.446, -0.210, 0.690, -0.916, -0.771, -0.764, -0.646, 0.212, 0.514, 0.427, 0.424, 0.319, 0.368, 0.384, 0.426, 0.447, 0.454, 0.238, -0.350, -0.151, -0.145, -0.133, -0.683, 1.068, -0.687, -0.235, 1.187, -0.537, -0.013, -0.645, -0.658, -0.483, -0.672, 0.070, 0.458, 0.399, 0.392, 0.447, -1.140, 0.524, -0.855, 0.257, 0.390, 0.497, 0.263, 0.291, 0.047, 0.521, -1.418, 0.661, -1.418, -1.097, 0.668, -0.368, 0.885, -0.219, -0.755, 0.401, 0.378, 0.315, 0.332, 0.249, 0.353, 0.442, 0.401, 0.312, 0.417], "orbital_gap_ev": 8.3, "total_charge": 0, "multiplicity": 1, "homo_ha": -0.304, "e_lumo_ev": 0.063}

=====

Record 6
{"formula": "C28H30N4O4PSZn", "method": "wB97M-V/def2-TZVPD", "elements": ["Zn", "N", "C", "S", "N", "N", "C", "C", "C", "C", "C", "C", "C", "O", "H", "H", "H", "H", "H", "H", "H", "O", "C", "O", "C", "P", "C", "C", "C", "C", "C", "C", "C", "C", "C", "C", "C", "C", "H", "H", "H", "H", "H", "H", "H", "H", "H", "H", "H", "H", "O", "C", "C", "C", "C", "C", "C", "N", "H", "H", "H", "H", "H", "H", "H", "H", "H", "H", "H"], "xyz": [[1.088, 2.054, -0.468], [4.751, 3.859, -1.549], [3.785, 2.988, -1.132], [2.957, 3.379, 0.321], [3.673, 1.873, -1.800], [2.696, 1.003, -1.453], [2.978, -0.242, -1.722], [2.156, -1.400, -1.585], [2.674, -2.626, -2.029], [1.937, -3.789, -1.986], [0.625, -3.749, -1.512], [0.085, -2.570, -1.071], [0.825, -1.362, -1.055], [0.338, -0.289, -0.551], [4.633, 4.811, -1.214], [5.023, 3.771, -2.531], [3.983, -0.425, -2.122], [3.691, -2.643, -2.417], [2.364, -4.727, -2.341], [0.029, -4.659, -1.487], [-0.943, -2.538, -0.707], [-1.506, 5.226, -1.122], [-1.026, 4.115, -1.280], [0.206, 3.796, -1.192], [-1.999, 2.960, -1.699], [-1.249, 1.383, -1.126], [-2.119, 1.104, 0.434], [-2.314, 2.173, 1.303], [-2.903, 1.967, 2.539], [-3.307, 0.697, 2.918], [-3.093, -0.376, 2.065], [-2.495, -0.173, 0.834], [-2.077, 0.219, -2.260], [-1.334, -0.287, -3.322], [-1.919, -1.140, -4.241], [-3.249, -1.499, -4.101], [-3.999, -0.983, -3.056], [-3.421, -0.120, -2.142], [-1.995, 2.945, -2.802], [-3.023, 3.151, -1.355], [-1.979, 3.169, 1.016], [-3.046, 2.810, 3.214], [-3.772, 0.537, 3.887], [-3.388, -1.380, 2.366], [-2.301, -1.015, 0.173], [-0.284, -0.006, -3.413], [-1.328, -1.534, -5.069], [-3.708, -2.182, -4.813], [-5.050, -1.254, -2.946], [-4.015, 0.302, -1.331], [0.632, 1.659, 1.702], [1.155, 0.697, 2.284], [0.937, 0.478, 3.762], [0.047, -0.731, 4.048], [0.775, -2.069, 3.941], [1.287, -2.367, 2.533], [2.423, -1.431, 2.118], [1.963, -0.149, 1.646], [0.473, 1.390, 4.162], [1.922, 0.354, 4.246], [-0.804, -0.718, 3.352], [-0.364, -0.626, 5.063], [0.094, -2.873, 4.253], [1.631, -2.077, 4.645], [0.471, -2.271, 1.802], [1.657, -3.399, 2.484], [2.988, -1.882, 1.292], [3.120, -1.286, 2.961], [1.940, -0.023, 0.633]], "forces_ev_per_angstrom": [[-0.2, 0.2, 0.0], [0.5, 0.6, -0.8], [-0.3, -0.9, 0.5], [-0.2, 0.0, 0.2], [1.1, 0.7, -1.0], [-0.4, -1.1, 0.3], [0.5, 1.5, 0.0], [-0.8, -0.6, 0.1], [0.1, 0.1, 0.0], [0.4, -0.5, -0.3], [-0.1, -0.2, 0.0], [-0.5, -0.1, 0.1], [0.3, 0.1, 0.1], [0.3, -0.6, 0.1], [0.0, -0.4, -0.1], [-0.2, 0.0, 0.6], [-0.2, 0.1, 0.0], [-0.1, 0.0, 0.0], [-0.1, 0.2, 0.1], [0.1, 0.1, 0.0], [0.3, 0.0, -0.1], [-0.2, 0.4, 0.1], [-0.4, -0.4, -0.3], [0.3, 0.0, 0.2], [0.3, 0.2, 0.1], [-0.7, 0.8, -0.5], [-0.1, -0.1, 0.1], [0.1, 0.2, -0.1], [-0.1, 0.3, 0.2], [-0.1, -0.1, 0.2], [-0.1, -0.3, 0.1], [0.1, -0.2, 0.0], [0.3, 0.0, 0.1], [0.3, 0.1, 0.1], [0.2, -0.2, -0.4], [-0.2, -0.2, -0.2], [-0.4, -0.1, 0.1], [-0.1, 0.1, 0.1], [0.0, 0.0, 0.3], [0.2, 0.0, -0.1], [-0.1, -0.1, 0.1], [0.0, -0.2, -0.1], [0.0, 0.0, -0.1], [0.0, 0.2, -0.1], [-0.1, 0.2, 0.2], [-0.2, -0.1, 0.0], [-0.1, 0.1, 0.2], [0.1, 0.1, 0.1], [0.2, 0.1, -0.1], [0.1, -0.2, -0.2], [0.0, -0.2, -0.2], [0.1, 0.4, 0.2], [0.1, 0.3, 0.2], [-0.2, -0.1, 0.2], [0.0, -0.2, 0.1], [0.1, -0.1, 0.1], [0.2, -0.3, 0.1], [0.1, 0.2, -0.6], [0.2, -0.2, -0.2], [-0.3, 0.0, -0.1], [0.1, 0.0, 0.2], [0.1, 0.0, -0.2], [0.1, 0.1, 0.0], [-0.3, 0.0, -0.2], [0.2, -0.1, 0.1], [-0.1, 0.1, 0.0], [-0.1, 0.2, 0.2], [-0.1, -0.1, -0.2], [0.1, -0.1, 0.4]], "mulliken_charge": [-0.797, -0.484, 0.461, -0.579, -1.627, 1.072, -0.840, 0.569, -0.592, -1.026, -0.679, -0.320, -0.019, 1.879, 0.260, 0.244, 0.300, 0.354, 0.352, 0.440, 0.178, -0.741, 0.362, -0.511, -0.579, 1.680, 0.416, -0.481, -0.842, -0.288, -0.893, 0.179, 0.204, -0.352, -0.495, -0.547, -0.664, -0.214, 0.472, 0.318, 0.298, 0.406, 0.366, 0.334, -0.052, 0.229, 0.393, 0.370, 0.381, 0.432, -0.538, 0.680, -1.147, 0.108, -1.028, -0.072, -0.942, 0.239, 0.402, 0.445, -0.166, 0.365, 0.394, 0.361, 0.026, 0.353, 0.461, 0.430, -0.702], "orbital_gap_ev": 6.9, "total_charge": -1, "multiplicity": 1, "de_lowest_kcal_mol": 0.0, "homo_ha": -0.157, "e_lumo_ev": 2.646}